Here is C55H51BN5O5RbS as an isolated structure from OMol25. Energies are from ωB97M-V/def2-TZVPD.

Last column: Löwdin charge in e.
CARTESIAN COORDINATES (ANGSTROEM)
Rb (0.2930, 0.9331, -1.3018)  0.77
O (2.3436, -0.2063, -2.9187)  -0.33
C (3.6421, -0.5610, -3.0435)  -0.52
C (4.1989, -1.1365, -1.6106)  -0.04
C (3.2039, -1.9065, -0.8511)  -0.29
C (2.5153, -3.0352, -1.3430)  -0.01
C (1.5158, -3.5856, -0.5968)  -0.10
C (1.1163, -2.9915, 0.6210)  0.00
C (1.8103, -1.7832, 0.9969)  -0.25
C (1.4260, -1.0957, 2.2585)  -0.08
C (1.2966, 0.4493, 2.1975)  -0.52
O (0.3319, 0.9344, 1.3863)  -0.39
C (2.6227, 1.1910, 1.8510)  -0.13
C (2.6036, 2.3807, 1.1891)  -0.07
C (3.5797, 3.3506, 1.2985)  -0.08
C (4.7914, 2.9560, 1.9189)  -0.11
C (4.9265, 1.6619, 2.4654)  -0.12
C (3.8752, 0.7754, 2.3847)  -0.04
C (0.8455, 0.9656, 3.7019)  -0.11
C (1.2678, 0.4312, 4.8679)  -0.06
C (0.6798, 0.8580, 6.0792)  -0.10
C (-0.2661, 1.8658, 6.1070)  -0.13
C (-0.6289, 2.5023, 4.9189)  -0.08
C (-0.0155, 2.0779, 3.7315)  -0.03
N (2.8440, -1.3538, 0.2703)  0.18
C (3.6872, -1.6981, -4.0727)  -0.16
C (4.8815, -2.3759, -4.3160)  -0.06
C (4.9877, -3.2289, -5.3964)  -0.10
C (3.8473, -3.6559, -6.1213)  -0.11
C (2.6656, -2.9951, -5.8237)  -0.10
C (2.6035, -2.0050, -4.8526)  -0.03
C (4.4760, 0.7023, -3.3829)  -0.10
C (4.1019, 1.9076, -2.8025)  -0.04
C (4.7517, 3.1257, -2.9975)  -0.08
C (5.9959, 3.0917, -3.6312)  -0.12
C (6.4057, 1.9184, -4.2695)  -0.12
C (5.6983, 0.7243, -4.1385)  -0.02
H (4.3595, -0.2561, -0.9559)  0.12
H (5.1762, -1.6238, -1.6561)  0.10
H (2.8833, -3.5304, -2.2703)  0.12
H (1.0671, -4.5062, -0.9514)  0.09
H (0.2550, -3.2135, 1.2949)  0.11
H (2.1768, -1.3223, 3.0715)  0.11
H (0.4254, -1.4967, 2.5471)  0.13
H (1.7843, 2.8025, 0.5704)  0.11
H (3.5811, 4.3216, 0.9145)  0.07
H (5.7286, 3.6139, 2.0412)  0.10
H (5.8624, 1.4564, 3.0024)  0.09
H (4.0783, -0.2440, 2.6743)  0.10
H (2.1255, -0.1943, 4.8788)  0.09
H (0.8843, 0.4475, 7.0227)  0.07
H (-0.7197, 2.0266, 7.0481)  0.07
H (-1.3746, 3.2980, 4.9142)  0.06
H (-0.1919, 2.6652, 2.8569)  0.09
H (5.7477, -2.1771, -3.7081)  0.10
H (5.9185, -3.6031, -5.7059)  0.07
H (3.9160, -4.5136, -6.7862)  0.08
H (1.7763, -3.2132, -6.3924)  0.09
H (1.6192, -1.5976, -4.6323)  0.12
H (3.2036, 1.8311, -2.1455)  0.11
H (4.2153, 4.0012, -2.5967)  0.10
H (6.5498, 3.9793, -3.7524)  0.07
H (7.2814, 2.0288, -4.8842)  0.08
H (6.1439, -0.1297, -4.6642)  0.09
O (-2.5630, 2.0250, -1.5911)  -0.19
C (-3.3470, 3.0713, -2.2243)  -0.25
C (-2.5362, 4.3659, -2.0776)  -0.18
C (-1.1002, 4.4068, -2.6487)  -0.15
C (-0.8832, 3.6317, -3.8872)  -0.25
C (-1.5023, 3.9968, -5.1349)  -0.03
C (-1.2836, 3.2428, -6.2542)  -0.09
C (-0.4385, 2.1333, -6.1602)  -0.04
C (0.2130, 1.9040, -4.9074)  -0.13
N (0.0095, 2.6012, -3.8378)  0.08
H (-2.8246, 1.0857, -1.8568)  0.03
H (-4.3679, 3.2621, -1.7403)  0.13
H (-3.4824, 2.8607, -3.2415)  0.08
H (-2.3909, 4.4356, -0.9285)  0.13
H (-3.1746, 5.2339, -2.3744)  0.11
H (-0.4498, 3.9684, -1.8973)  0.10
H (-0.8470, 5.4665, -2.8271)  0.12
H (-2.1402, 4.8305, -5.1212)  0.09
H (-1.8586, 3.3997, -7.1039)  0.07
H (-0.0940, 1.5357, -6.9750)  0.08
H (0.9227, 1.0788, -4.9005)  0.10
S (-3.1147, 4.2929, 2.7323)  0.56
C (-3.6664, 2.7378, 2.6189)  -0.84
N (-3.0842, 1.7880, 1.7941)  0.09
C (-3.5189, 0.4904, 1.7019)  -0.03
C (-4.7458, 0.0829, 2.2264)  -0.07
C (-5.3877, 0.9784, 3.1251)  -0.06
C (-4.8055, 2.2417, 3.2394)  -0.15
H (-2.1074, 1.8762, 1.4809)  0.13
H (-2.8039, -0.1085, 1.1479)  0.13
H (-5.0142, -0.9549, 2.0919)  0.09
H (-6.3567, 0.8922, 3.6377)  0.10
H (-5.3010, 2.8601, 3.9443)  0.08
N (-1.6188, -1.2815, -1.7822)  -0.12
C (-1.7767, -2.6103, -1.9395)  -0.26
C (-3.0432, -2.9003, -2.3728)  -0.15
C (-3.6160, -1.5839, -2.4796)  -0.25
N (-2.7819, -0.6792, -2.0441)  -0.11
H (-6.3823, -4.5509, 2.5289)  0.10
H (-0.9120, -3.3294, -1.8645)  0.09
H (-3.4758, -3.8996, -2.5006)  0.06
H (-4.6241, -1.3274, -2.8423)  0.07
O (-7.2530, -5.3438, 4.6355)  0.09
B (-6.3152, -4.9299, 3.6627)  -0.14
O (-5.0106, -4.7389, 4.4267)  0.05
C (-5.2547, -5.1041, 5.7680)  -0.16
C (-4.4254, -4.8490, 6.9380)  0.00
C (-5.1523, -4.7300, 8.1111)  -0.11
C (-6.5179, -5.0912, 8.2111)  -0.11
C (-7.3188, -5.5013, 7.1210)  0.01
C (-6.6140, -5.5468, 5.8610)  -0.18
H (-3.3588, -4.5700, 6.7624)  0.13
H (-4.5207, -4.3107, 8.9582)  0.12
H (-7.0098, -5.1519, 9.1943)  0.10
H (-8.3679, -5.7228, 7.0867)  0.10

Forces on atoms 1 to 3 (eV/Å):
0.1 -0.5 -0.2
0.0 0.5 0.5
-1.8 -0.5 1.0

As for the highest occupied orbital energy: -2.41 eV. Its multiplicity is 1. Its HOMO-LUMO gap is 5.59 eV. As for the total charge: -2.

=====

Here is a single C5H6 molecule from OMol25. Energies are from ωB97M-V/def2-TZVPD.

Last column: Löwdin charge in e.
CARTESIAN COORDINATES (ANGSTROEM)
C (1.6478, 0.0658, -0.0667)  -0.17
C (0.4298, -0.0584, -0.0632)  0.01
C (2.9842, 0.1600, -0.0130)  0.00
C (-1.0981, -0.2970, -0.0545)  -0.22
C (-2.5646, 0.4276, -0.1312)  0.06
H (3.4514, 1.0757, 0.3071)  0.05
H (3.6128, -0.6622, -0.2982)  0.05
H (-1.2140, -1.1234, -0.7672)  0.09
H (-1.2025, -0.7552, 0.9427)  0.09
H (-2.6857, 1.4462, 0.1778)  0.02
H (-3.3609, -0.2789, -0.0336)  0.02

Forces on atoms 1 to 3 (eV/Å):
-1.3 -0.2 0.1
-2.8 1.3 -0.4
1.0 0.2 0.0

As for the highest occupied orbital energy (alpha / beta): -7.77 / -8.74 eV. Its multiplicity is 1. Its HOMO-LUMO gap (alpha / beta) is 7.93 / 8.49 eV. As for the total charge: 0.

=====

Calculated max |F| (eV/Å), listed in the same order as above: 4.47, 3.68
Calculated ΔE to the lowest compared entry with this formula, charge and spin (kcal/mol), listed in the same order as above: 8.2, 117.8